DFT (wB97M-V/def2-TZVPD) results for 10 unconnected molecules or ions with the total composition C36H96N4O14 at a distorted geometry.

## Properties
F_max = 2.77 eV Å⁻¹
2S+1 = 1
Orbital gap = 8.806 eV
E = -73505.274 eV
LUMO = 0.0105 Ha
ΔE to the lowest compared entry with this formula, charge and spin = 402.64 kJ/mol

Bonds (Å) are listed after each position.
Geometry (Å):
1 H -12.8819 -12.2813 -14.2262  C127 1.090
2 C -10.6477 -18.9135 -22.3943  H13 1.090, O17 1.433, C26 1.558, H74 1.090
3 H -10.3570 -16.6388 -19.2463  C31 1.090
4 H -13.3945 -18.7111 -19.7089  C60 1.090
5 O -12.9333 -16.9155 -15.2972  H117 0.960, C124 1.403
6 H -9.2072 -20.5747 -22.1647  C26 1.090
7 H -15.3758 -14.3445 -15.6697  C11 1.090
8 H -11.7153 -24.1844 -17.9587  C106 1.090
9 H -12.9708 -15.7337 -18.8400  C54 1.090
10 H -16.6289 -16.5329 -15.2420  C37 1.090
11 C -14.8678 -14.4496 -16.6283  H7 1.090, O78 1.429, H111 1.090, H138 1.090
12 C -10.4869 -21.8689 -18.5318  C42 1.540, O69 1.423, H98 1.090, H104 1.090
13 H -10.1181 -18.4078 -23.2017  C2 1.090
14 O -15.2435 -18.4154 -20.2274  H53 0.960, C60 1.373
15 H -12.8526 -18.1572 -23.5086  C48 1.090
16 H -18.1596 -17.6471 -19.4879  C148 1.090
17 O -11.6569 -19.7829 -22.9225  C2 1.433, C48 1.423
18 C -12.7968 -13.4980 -15.9941  O78 1.462, H84 1.090, C127 1.541, H146 1.090
19 H -12.3201 -18.1090 -17.8032  C50 1.090
20 H -13.7134 -18.7890 -15.1776  C124 1.090
21 H -12.9468 -24.0991 -19.1198  C106 1.090
22 C -9.9724 -23.6763 -15.3364  H44 1.090, N46 1.449, C87 1.552, H93 1.090
23 H -14.5998 -19.3568 -7.2252  C73 1.090
24 H -16.0353 -18.1789 -18.7074  O79 0.960
25 C -18.3604 -17.1548 -14.0705  C37 1.533, H59 1.090, O126 1.360, H134 1.090
26 C -9.6255 -19.7579 -21.5765  C2 1.558, H6 1.090, N56 1.465, H58 1.090
27 H -12.8897 -14.7070 -9.4307  C33 1.090
28 H -11.8058 -19.1593 -16.4849  C50 1.090
29 H -15.5709 -15.1973 -9.9941  C109 1.090
30 H -13.8589 -19.2627 -21.3827  C60 1.090
31 C -9.4006 -16.8974 -18.7919  H3 1.090, C64 1.560, H83 1.090, O115 1.405
32 C -13.9497 -17.4867 -11.7475  O40 1.398, H63 1.090, H128 1.090, H147 1.090
33 C -12.7069 -13.6339 -9.3738  H27 1.090, O65 1.430, H80 1.090, H103 1.090
34 H -16.3242 -18.0655 -10.2471  C140 1.090
35 H -17.0570 -16.2656 -19.4343  C148 1.090
36 H -11.6994 -22.7769 -14.4511  C87 1.090
37 C -16.8953 -17.2877 -14.5021  H10 1.090, C25 1.533, H81 1.090, H99 1.090
38 H -11.1051 -20.7074 -20.6465  N56 1.010
39 N -16.5896 -16.8544 -8.4795  C47 1.483, H72 1.010, C140 1.509
40 O -14.2116 -16.5009 -10.7916  C32 1.398, C109 1.457
41 H -17.5763 -16.7927 -10.3445  C140 1.090
42 C -9.5645 -21.1133 -19.5070  C12 1.540, N56 1.424, H122 1.090, H142 1.090
43 C -11.8914 -13.2112 -11.6239  O65 1.400, H66 1.090, C89 1.536, H91 1.090
44 H -10.4993 -24.1985 -16.1351  C22 1.090
45 C -14.5494 -20.5725 -19.7815  C60 1.519, H119 1.090, H130 1.090, H135 1.090
46 N -9.8756 -24.6089 -14.2320  C22 1.449, C71 1.484, H129 1.010
47 C -15.4074 -17.3262 -7.7179  N39 1.483, C73 1.559, H114 1.090, H118 1.090
48 C -12.5356 -19.1451 -23.8429  H15 1.090, O17 1.423, H96 1.090, H120 1.090
49 C -18.5319 -16.3490 -17.8349  H70 1.090, H75 1.090, H95 1.090, C148 1.523
50 C -12.6759 -18.7254 -16.9776  H19 1.090, H28 1.090, H123 1.090, C124 1.569
51 H -15.9327 -15.7353 -11.6175  C109 1.090
52 H -8.3307 -27.4996 -13.6143  C62 1.090
53 H -15.7709 -18.6832 -20.9835  O14 0.960
54 C -13.1731 -15.2900 -19.8148  H9 1.090, C116 1.513, H137 1.090, H143 1.090
55 H -9.8499 -26.9025 -13.0264  C62 1.090
56 N -10.2786 -20.2108 -20.3459  C26 1.465, H38 1.010, C42 1.424
57 H -8.2902 -16.0751 -17.0303  C64 1.090
58 H -8.7743 -19.1001 -21.4009  C26 1.090
59 H -18.9997 -17.2237 -14.9506  C25 1.090
60 C -14.1342 -19.2174 -20.3290  H4 1.090, O14 1.373, H30 1.090, C45 1.519
61 H -17.8950 -19.3626 -5.4128  C101 1.090
62 C -8.8341 -26.5946 -13.2742  H52 1.090, H55 1.090, C71 1.515, O76 1.403
63 H -14.1787 -17.1981 -12.7733  C32 1.090
64 C -9.2978 -16.1193 -17.4438  C31 1.560, H57 1.090, H105 1.090, H107 1.090
65 O -11.6182 -13.3612 -10.2593  C33 1.430, C43 1.400
66 H -10.8605 -13.2541 -11.9754  C43 1.090
67 H -9.8296 -18.8003 -19.1133  O115 0.960
68 O -16.7006 -19.4082 -7.1064  C73 1.448, C101 1.381
69 O -11.4040 -22.6649 -19.2736  C12 1.423, C106 1.408
70 H -19.2518 -15.7981 -18.4401  C49 1.090
71 C -8.9144 -25.7079 -14.4999  N46 1.484, C62 1.515, H77 1.090, H132 1.090
72 H -17.2701 -17.5571 -8.2284  N39 1.010
73 C -15.4747 -18.8830 -7.6705  H23 1.090, C47 1.559, O68 1.448, H141 1.090
74 H -11.0832 -18.0840 -21.8370  C2 1.090
75 H -19.0457 -17.1578 -17.3152  C49 1.090
76 O -8.2128 -26.0476 -12.1420  C62 1.403, C90 1.393
77 H -9.2859 -26.3281 -15.3156  C71 1.090
78 O -13.4597 -14.6802 -16.5414  C11 1.429, C18 1.462
79 O -16.6955 -17.8810 -18.0774  H24 0.960, C148 1.452
80 H -12.4380 -13.4360 -8.3362  C33 1.090
81 H -16.7612 -18.2999 -14.8837  C37 1.090
82 H -7.6872 -26.4047 -10.2228  C90 1.090
83 H -8.5982 -16.6378 -19.4825  C31 1.090
84 H -13.1841 -12.6290 -16.5259  C18 1.090
85 H -19.6014 -15.8516 -13.4898  O126 0.960
86 H -13.7921 -14.2692 -12.2407  C89 1.090
87 C -10.7247 -22.4310 -14.7953  C22 1.552, H36 1.090, H97 1.090, O150 1.415
88 O -13.0879 -13.2691 -20.9309  C116 1.408, H149 0.960
89 C -12.7067 -14.3021 -12.3349  C43 1.536, H86 1.090, N110 1.436, H139 1.090
90 C -8.1171 -26.9351 -11.0725  O76 1.393, H82 1.090, H94 1.090, H108 1.090
91 H -12.3258 -12.2136 -11.6883  C43 1.090
92 H -13.6810 -13.2969 -18.9649  C116 1.090
93 H -9.0151 -23.4994 -15.8267  C22 1.090
94 H -7.5331 -27.8261 -11.3027  C90 1.090
95 H -18.0138 -15.6428 -17.1861  C49 1.090
96 H -12.0915 -19.1209 -24.8380  C48 1.090
97 H -10.9823 -21.6922 -15.5542  C87 1.090
98 H -10.9916 -21.1202 -17.9214  C12 1.090
99 H -16.2899 -17.1042 -13.6144  C37 1.090
100 H -14.5306 -17.6621 -16.3160  C124 1.090
101 C -16.8788 -19.1714 -5.7577  H61 1.090, O68 1.381, H121 1.090, H125 1.090
102 H -12.8149 -15.1876 -14.1497  N110 1.010
103 H -13.5552 -13.0534 -9.7363  C33 1.090
104 H -9.8072 -22.4663 -17.9241  C12 1.090
105 H -10.0640 -16.4169 -16.7279  C64 1.090
106 C -12.2958 -23.4572 -18.5263  H8 1.090, H21 1.090, O69 1.408, H145 1.090
107 H -9.6045 -15.1334 -17.7933  C64 1.090
108 H -9.1261 -27.2451 -10.8007  C90 1.090
109 C -15.5968 -16.0763 -10.6382  H29 1.090, O40 1.457, H51 1.090, C140 1.529
110 N -12.4413 -14.3404 -13.7462  C89 1.436, H102 1.010, C127 1.455
111 H -15.1774 -13.6440 -17.2940  C11 1.090
112 H -10.9659 -20.0180 -13.7804  C133 1.090
113 H -9.5936 -20.0050 -14.8851  C133 1.090
114 H -15.5825 -17.0414 -6.6804  C47 1.090
115 O -9.2748 -18.2728 -18.5341  C31 1.405, H67 0.960
116 C -12.9809 -13.8002 -19.6318  C54 1.513, O88 1.408, H92 1.090, H136 1.090
117 H -12.8921 -16.2005 -15.9364  O5 0.960
118 H -14.5352 -16.8657 -8.1817  C47 1.090
119 H -15.4647 -20.8703 -20.2929  C45 1.090
120 H -13.3834 -19.7996 -24.0454  C48 1.090
121 H -16.6416 -18.1650 -5.4129  C101 1.090
122 H -8.8865 -20.5878 -18.8346  C42 1.090
123 H -13.2236 -19.5511 -17.4318  C50 1.090
124 C -13.5744 -17.9995 -15.9162  O5 1.403, H20 1.090, C50 1.569, H100 1.090
125 H -16.2623 -19.8538 -5.1724  C101 1.090
126 O -18.6466 -15.9334 -13.5453  C25 1.360, H85 0.960
127 C -13.1313 -13.3058 -14.5023  H1 1.090, C18 1.541, N110 1.455, H144 1.090
128 H -12.8897 -17.7360 -11.6977  C32 1.090
129 H -9.6104 -24.0821 -13.4121  N46 1.010
130 H -13.7473 -21.2965 -19.9249  C45 1.090
131 H -9.2881 -19.8892 -13.1258  C133 1.090
132 H -7.8960 -25.4526 -14.7926  C71 1.090
133 C -9.9257 -20.3222 -13.8965  H112 1.090, H113 1.090, H131 1.090, O150 1.430
134 H -18.7081 -17.9599 -13.4232  C25 1.090
135 H -14.8209 -20.4727 -18.7306  C45 1.090
136 H -11.9797 -13.5480 -19.2822  C116 1.090
137 H -14.1866 -15.6028 -20.0656  C54 1.090
138 H -15.2748 -15.3727 -17.0410  C11 1.090
139 H -12.3741 -15.2603 -11.9358  C89 1.090
140 C -16.5808 -17.0412 -9.9768  H34 1.090, N39 1.509, H41 1.090, C109 1.529
141 H -15.4303 -19.1167 -8.7343  C73 1.090
142 H -9.0142 -21.7792 -20.1718  C42 1.090
143 H -12.5139 -15.7271 -20.5649  C54 1.090
144 H -14.1991 -13.3130 -14.2837  C127 1.090
145 H -12.8119 -22.9025 -17.7427  C106 1.090
146 H -11.7164 -13.5238 -16.1363  C18 1.090
147 H -14.6234 -18.3110 -11.5138  C32 1.090
148 C -17.5790 -17.0044 -18.8262  H16 1.090, H35 1.090, C49 1.523, O79 1.452
149 H -14.0056 -13.3628 -21.1967  O88 0.960
150 O -9.9665 -21.7492 -13.8142  C87 1.415, C133 1.430

Mulliken population analysis, charges in e, atoms 1 to 8: 0.451 -0.069 -0.128 -0.428 -0.382 0.476 0.319 0.257